116
Properties=species:S:1:pos:R:3 method="wB97M-V/def2-TZVPD" total_charge=+2 max_force_ev_per_a=1.06 homo_ev="-13.10 / -13.49" energy_ev=-70961.610
Pd 1.123 0.400 -1.049
P -0.813 -1.520 1.117
O -0.291 -0.281 0.356
N 2.587 0.965 0.602
N 2.076 0.158 -3.751
N 2.384 0.727 -2.690
N 0.622 2.535 -0.706
N -0.735 2.614 -3.133
C 1.438 3.106 0.285
C -5.086 -1.214 1.951
C -3.364 -2.908 1.268
C 0.816 -0.427 -3.717
C -4.188 -2.348 2.423
C 3.472 3.059 1.583
C -0.248 -4.349 1.193
C -1.468 2.251 -4.342
C -0.689 2.785 -0.708
C -1.268 -0.699 -2.590
C -0.334 -0.735 5.592
C -4.236 -0.098 1.359
C -1.000 -2.410 3.834
C -0.810 -5.105 -0.007
C -1.771 -1.317 -3.737
C 1.297 4.466 0.593
C 2.533 2.405 0.802
C 0.754 -2.970 -0.688
C 3.960 0.445 0.378
C 5.977 1.407 -3.252
C 0.276 -2.950 0.777
C 2.096 0.336 1.847
C -1.423 3.033 0.496
C 0.374 3.531 -3.442
C 3.336 4.411 1.862
C -1.407 2.680 -1.962
C -3.473 2.854 -0.732
C -1.329 0.065 3.392
C -0.979 -1.509 -4.862
C 0.311 -5.425 -1.006
C 3.723 2.710 -2.272
C -2.512 -1.860 0.526
C -2.778 3.070 0.485
C 3.647 1.404 -2.733
C 1.380 -4.320 -1.023
C 2.242 5.110 1.370
C 0.041 -0.277 -2.557
C 0.326 -1.044 -4.862
C -0.659 -1.223 2.901
C 4.942 3.367 -2.309
C -3.340 -0.588 0.224
C -1.249 -1.911 5.266
C -0.695 0.487 4.727
C 6.070 2.713 -2.788
C 4.760 0.746 -3.237
C -2.819 2.631 -1.912
H -0.110 -5.554 -2.004
H -3.331 3.233 1.400
H 0.419 -1.068 2.987
H -4.555 2.887 -0.736
H 6.856 0.901 -3.629
H -1.096 -2.733 5.964
H 2.167 -4.538 -0.295
H 2.131 6.165 1.580
H -4.874 0.700 0.971
H 2.838 3.203 -1.899
H -5.784 -1.589 1.196
H -2.688 0.226 -0.091
H 0.864 3.879 -2.546
H -1.873 -2.965 3.485
H -1.246 0.864 2.651
H -2.139 1.417 -4.146
H -2.035 3.099 -4.739
H -2.292 -1.602 5.380
H -2.250 -2.304 -0.444
H -3.628 0.354 2.148
H -1.297 -6.023 0.322
H 0.592 -4.915 1.603
H -0.026 4.387 -3.993
H 1.149 -2.727 1.405
H -2.801 -1.652 -3.747
H -1.383 -1.997 -5.737
H -3.391 2.517 -2.819
H -0.397 -0.478 6.649
H 7.023 3.224 -2.806
H 4.078 4.913 2.467
H 4.501 1.069 -0.321
H -0.975 -4.287 1.999
H 1.476 -2.162 -0.854
H -1.589 -4.506 -0.488
H 0.704 -1.035 5.415
H -3.983 -0.836 -0.629
H 2.071 -0.744 1.708
H 1.103 3.024 -4.074
H -0.076 -2.783 -1.375
H 2.769 0.572 2.676
H 4.314 2.514 1.987
H 4.514 0.398 1.317
H 1.867 -4.276 -1.998
H 5.011 4.390 -1.963
H -0.871 3.132 1.421
H -0.162 -3.110 3.834
H -0.745 1.940 -5.093
H -2.394 -0.122 3.536
H 0.473 5.023 0.166
H 0.778 -6.375 -0.742
H 3.887 -0.568 -0.021
H 0.965 -1.138 -5.730
H -2.764 -3.756 1.595
H 1.102 0.707 2.068
H -3.537 -1.977 3.222
H 0.199 1.089 4.541
H 4.671 -0.271 -3.594
H -5.689 -0.834 2.777
H -4.062 -3.312 0.528
H -1.908 -0.551 -1.742
H -4.780 -3.156 2.855
H -1.394 1.131 5.261


153
Properties=species:S:1:pos:R:3 method="wB97M-V/def2-TZVPD" total_charge=-1 max_force_ev_per_a=7.80 homo_ev=-4.89 energy_ev=-140374.063
F 2.763 3.955 6.711
F 2.622 2.160 -0.392
F 1.515 5.404 5.129
F 0.396 4.251 6.891
O -6.307 0.177 -8.736
O 8.191 -3.361 2.616
O -5.527 -0.428 -3.911
O 6.936 -1.494 3.030
O 1.163 -0.378 3.830
O -4.529 1.522 -8.414
O -4.003 0.931 -2.114
O -10.601 -1.935 0.302
O -5.966 -1.947 -2.257
O -0.249 -6.414 -3.542
O 4.629 7.573 -0.459
O -11.143 -2.598 -1.820
O -2.201 1.996 -1.284
O 0.813 -0.574 -1.253
O -3.651 -4.310 -8.176
O 4.973 1.915 2.883
O 8.710 -1.354 1.648
O 4.800 3.578 1.158
O 5.346 9.654 -1.084
O 1.719 -2.573 3.501
O 6.833 8.039 -0.442
O -3.463 0.677 0.094
O 2.434 -2.160 -1.549
O -3.748 -2.276 -9.139
O 2.611 -6.044 6.057
O 3.542 -6.224 8.140
O -12.379 -3.280 -0.020
O -2.000 -2.784 -7.753
O 7.657 5.102 4.799
O 6.100 6.639 4.263
O 2.411 -1.521 5.369
O 0.840 -1.898 -3.119
O 8.096 6.620 3.146
O -2.197 -5.918 -4.633
O -7.523 -0.409 -2.793
O -0.526 -4.408 -4.605
O -5.072 0.859 -10.536
O 4.866 -5.815 6.364
N -1.684 4.632 0.754
N 1.537 2.788 1.805
C 4.880 -6.357 8.580
C -2.160 2.147 -2.691
C 8.002 -0.133 1.540
C -1.495 -3.937 -5.523
C -4.749 -3.070 -9.746
C -2.719 -4.712 -5.157
C -3.560 1.833 -3.110
C 1.525 4.106 5.899
C -5.224 1.451 -7.183
C 5.484 5.711 5.135
C -6.981 -2.022 -1.273
C -4.925 -4.198 -8.781
C 7.351 6.161 3.995
C -0.931 -5.648 -4.202
C -11.355 -2.603 -0.619
C 2.461 2.119 4.211
C -11.295 -2.006 1.533
C -3.241 1.159 -1.005
C 2.697 -2.897 5.537
C 1.757 1.730 0.771
C -6.273 -0.887 -3.062
C 2.562 -3.240 -2.454
C 1.144 2.800 4.981
C -0.762 3.713 1.270
C -3.041 -3.096 -8.308
C -6.079 0.235 -7.341
C 1.715 -1.401 4.200
C 6.669 6.786 0.195
C 1.317 -1.465 -1.915
C 7.150 -0.120 2.768
C 5.310 6.350 -0.249
C 4.167 2.813 2.272
C 2.178 0.239 1.357
C -8.140 -1.337 -1.921
C 6.643 5.026 5.783
C 2.642 -3.432 4.143
C 2.627 2.996 2.795
C -12.150 -3.222 1.375
C 3.586 -6.029 6.789
C -5.284 0.854 -9.335
C 1.816 -2.768 -3.660
C 7.965 -2.174 2.446
C 5.582 8.522 -0.696
C 0.880 4.035 1.286
C 5.662 -5.649 7.522
C -1.418 2.318 1.905
H 7.660 0.329 3.626
H -3.311 -4.216 -4.381
H -5.202 -5.132 -9.278
H 6.199 0.397 2.609
H -10.595 -2.095 2.368
H 1.186 -0.271 1.756
H 5.010 -5.903 9.567
H 1.196 4.300 0.166
H 2.558 4.127 3.170
H 4.799 5.747 0.506
H 1.934 -3.340 6.186
H -5.815 2.364 -7.058
H 6.985 5.545 6.685
H 5.771 -4.579 7.727
H 0.689 1.548 0.260
H -2.464 2.510 2.429
H 2.173 1.002 4.031
H -11.637 -4.137 1.688
H -1.862 3.162 -2.964
H -3.604 1.370 -4.100
H -5.565 -0.680 -7.028
H 3.033 0.263 2.156
H 8.692 0.714 1.503
H 3.607 -3.362 3.630
H 4.846 6.225 5.860
H -4.388 -3.408 -10.723
H 0.996 4.996 1.937
H 0.270 3.048 4.233
H 3.679 -3.035 5.997
H -5.666 -3.974 -8.007
H -1.432 1.439 -3.101
H -11.886 -1.093 1.658
H -6.638 -1.503 -0.372
H -1.152 -4.153 -6.540
H 3.615 -3.443 -2.669
H -13.094 -3.140 1.920
H 2.296 -4.469 4.109
H -8.777 -0.823 -1.196
H 6.423 3.985 6.035
H -4.524 1.362 -6.348
H 7.408 -0.149 0.620
H -7.023 0.317 -6.796
H 7.452 6.088 -0.115
H 0.728 1.976 5.736
H 2.111 -4.132 -2.007
H -1.638 -2.858 -5.418
H 5.128 -7.421 8.643
H 2.523 -0.394 0.408
H -4.207 2.716 -3.101
H -1.624 1.584 0.993
H -3.360 -4.909 -6.021
H 4.869 5.024 4.544
H 2.451 -2.201 -4.349
H 1.344 -3.589 -4.206
H 6.654 -6.086 7.376
H -5.669 -2.495 -9.886
H -2.623 4.150 0.882
H -7.200 -3.063 -1.021
H 5.337 5.794 -1.192
H -0.744 1.772 2.658
H -8.754 -2.024 -2.512
H 6.729 6.929 1.279
H 3.381 2.229 4.926


124
Properties=species:S:1:pos:R:3 method="wB97M-V/def2-TZVPD" e_above_lowest_kcal_mol=29.7 total_charge=-1 multiplicity=4 max_force_ev_per_a=2.48 homo_ev="-3.35 / -3.53" energy_ev=-151672.489
Sb -1.166 -1.744 3.059
Co 0.435 0.445 0.001
Cl 7.025 1.196 -1.478
Cl 6.850 -1.743 -0.404
S -3.449 -0.650 -1.556
P -0.708 2.906 -2.522
O -0.825 1.878 -1.474
O 1.888 -2.458 2.012
O 0.425 3.996 -2.153
N -1.219 -0.420 0.066
N 0.166 1.983 1.218
N 1.860 -0.869 0.332
N 0.250 -2.402 -1.093
N 1.982 1.542 -0.345
C -1.431 -3.917 3.473
C -0.112 -4.505 3.935
C -1.936 -4.593 2.212
C 0.640 2.616 -5.145
C 0.863 0.038 -3.733
C 2.920 3.578 0.627
C -3.743 -0.022 2.463
C -1.587 6.265 -3.480
C 5.435 -0.739 -0.431
C -0.480 2.132 -4.221
C -3.401 -1.429 2.919
C 3.080 -0.451 -0.012
C -2.473 6.856 -2.391
C -0.445 -4.554 -1.848
C 1.712 3.517 -1.732
C -2.875 4.498 -1.528
C -2.433 5.922 -1.189
C 2.884 5.063 0.979
C -0.375 0.294 5.272
C 0.968 -4.377 0.062
C -0.501 0.611 -4.085
C 2.716 4.591 -2.143
C -0.881 2.021 2.055
C 2.534 5.919 -1.419
C 1.863 0.410 -4.821
C 4.230 -1.250 0.014
C -1.300 4.312 1.593
C 3.350 6.001 -0.134
C 1.992 1.927 -4.940
C 5.508 0.556 -0.928
C 0.303 -5.168 -0.849
C -4.238 -1.810 4.128
C -0.196 4.283 0.740
C -0.654 -1.198 5.192
C 1.792 2.980 -0.258
C 0.511 3.117 0.560
C 4.384 1.367 -0.977
C -1.647 3.144 2.263
C -2.154 -0.504 -0.647
C -2.172 4.930 -3.924
C -1.621 -1.632 6.277
C 0.897 -2.988 -0.082
C -2.251 3.909 -2.792
C 1.608 -2.106 0.867
C -0.428 -3.167 -1.925
C 3.159 0.913 -0.470
H -2.485 3.113 2.944
H 0.317 2.421 -6.175
H 1.892 5.355 1.320
H -5.285 -1.922 3.835
H 0.291 -1.732 5.326
H -0.825 0.181 -5.039
H -3.496 6.972 -2.763
H 2.841 -0.022 -4.599
H 4.479 2.329 -1.455
H -1.092 1.089 2.562
H -1.590 4.532 -4.755
H -0.994 -2.644 -2.686
H -0.578 6.115 -3.090
H 0.687 -4.226 3.255
H -1.226 0.334 -3.320
H 2.602 4.739 -3.221
H 0.762 3.698 -5.044
H -1.917 -2.671 6.145
H -0.028 0.567 6.272
H -1.870 5.218 1.728
H 4.393 5.782 -0.380
H -2.914 3.088 -3.106
H -1.276 0.872 5.061
H -1.264 -4.396 1.382
H 1.192 0.406 -2.755
H -3.074 6.308 -0.393
H 4.184 -2.261 0.385
H 1.933 2.622 -2.322
H -4.190 -1.035 4.890
H 2.853 3.005 1.556
H 3.730 4.233 -1.975
H 1.521 -0.003 -5.776
H -3.641 -2.113 2.100
H 0.785 -1.047 -3.651
H 3.308 7.028 0.243
H -2.109 7.846 -2.103
H 1.549 -4.803 0.866
H -2.511 -1.007 6.269
H 0.084 5.176 0.207
H 2.638 2.174 -5.787
H -2.925 -4.229 1.938
H -2.637 3.839 -0.689
H -2.181 -4.048 4.258
H 2.484 2.307 -4.045
H 0.393 0.577 4.554
H -3.506 0.706 3.238
H -4.811 0.055 2.243
H -1.528 6.934 -4.344
H -3.915 -2.752 4.563
H 3.557 5.201 1.831
H -0.168 -5.594 3.987
H 3.891 3.346 0.198
H 2.847 6.731 -2.079
H 1.477 6.063 -1.203
H -3.188 5.111 -4.288
H 0.143 -4.131 4.924
H -1.017 -5.136 -2.553
H -1.427 2.406 -4.706
H -3.963 4.496 -1.654
H -1.411 5.908 -0.819
H -1.157 -1.541 7.263
H -3.196 0.235 1.561
H 0.365 -6.246 -0.785
H -2.004 -5.675 2.345